C3H7NO2 | ωB97M-V with the def2-TZVPD basis set

Structure (XYZ):
```
13
Properties=species:S:1:pos:R:3
C 2.393 0.266 0.064
O 1.239 -0.505 0.339
C 0.054 0.075 0.022
O -0.025 1.202 -0.493
C -1.043 -0.710 0.375
N -2.328 -0.049 -0.108
H 3.239 -0.356 0.363
H 2.394 1.198 0.636
H 2.466 0.509 -1.000
H -1.097 -1.781 0.385
H -2.418 -0.019 0.917
H -2.058 0.838 -0.569
H -2.956 -0.614 -0.694
```

## Properties
E_tot (hartree): -323.658749
SMILES: CO/C([O-])=C/[NH3+]
LUMO (Eh): 0.020
Largest force on an atom (Eh/bohr): 0.0398
HOMO energy (eV): -7.53
2S+1: 1
Energy relative to the best compared isomer or geometry (same formula, charge and spin) (kJ/mol): 320.88
Total charge: 0
HOMO-LUMO gap (eV): 8.0629